Entry 1:
102
Properties=species:S:1:pos:R:3:mulliken_charge:R:1 method="wB97M-V/def2-TZVPD" smiles="CCSCc1cccc2c1C(=O)N(CCCCOC(C)=O)C2=O.CN(C)P(=O)(N(C)C)N(C)C.CN(C)P(=O)(N(C)C)N(C)C" multiplicity=1
C -2.93 -7.17 -0.36 -1.12
C -1.50 -6.94 0.13 -0.34
S -0.83 -5.40 -0.59 -0.10
C 0.96 -5.61 -0.41 -1.31
C 1.55 -4.49 0.41 0.96
C 1.62 -4.59 1.80 -0.51
C 2.15 -3.59 2.60 -1.00
C 2.66 -2.44 1.99 -0.36
C 2.60 -2.36 0.62 0.17
C 2.05 -3.34 -0.19 0.22
C 2.12 -2.92 -1.63 0.46
O 1.84 -3.58 -2.60 -0.61
N 2.60 -1.62 -1.59 0.35
C 2.04 -0.60 -2.48 -1.43
C 1.28 0.52 -1.78 -0.39
C 0.02 0.05 -1.03 -1.05
C 0.02 0.35 0.47 0.33
O 0.66 1.61 0.75 -0.14
C 0.68 1.88 2.08 0.48
C 1.53 0.95 2.93 -0.70
O 0.11 2.82 2.55 -0.61
C 3.08 -1.28 -0.31 -0.41
O 3.77 -0.33 -0.08 -0.57
H -3.32 -6.22 -0.74 0.30
H -3.52 -7.56 0.46 0.32
H -2.92 -7.87 -1.20 0.34
H -0.83 -7.78 -0.10 0.41
H -1.46 -6.82 1.21 0.26
H 1.44 -5.62 -1.39 0.49
H 1.20 -6.55 0.09 0.58
H 1.22 -5.47 2.30 0.43
H 2.18 -3.69 3.67 0.50
H 3.08 -1.63 2.57 0.61
H 1.43 -1.04 -3.27 0.41
H 2.88 -0.13 -3.00 0.36
H 0.94 1.19 -2.57 0.39
H 1.94 1.13 -1.17 0.51
H -0.85 0.55 -1.45 0.53
H -0.13 -1.02 -1.17 0.31
H 0.44 -0.49 1.03 -0.25
H -1.02 0.44 0.80 0.51
H 0.96 0.08 3.25 -0.01
H 1.93 1.48 3.78 0.44
H 2.36 0.61 2.31 0.33
O -1.37 -1.35 2.79 -0.37
P -2.31 -2.10 3.70 0.13
N -3.72 -2.16 2.72 0.36
C -4.78 -1.18 2.63 -1.07
C -3.57 -2.96 1.50 -1.07
N -2.28 -0.97 5.03 0.11
C -3.39 -0.10 5.38 -1.07
C -1.04 -0.21 5.16 -1.11
N -2.93 -3.32 4.72 0.14
C -4.31 -3.67 4.96 -0.78
C -2.00 -3.82 5.73 -1.08
H -5.70 -1.66 2.30 0.38
H -4.54 -0.36 1.95 0.27
H -5.02 -0.75 3.60 0.35
H -3.61 -4.03 1.75 0.27
H -2.62 -2.76 1.00 0.13
H -4.37 -2.77 0.79 0.47
H -3.63 0.61 4.58 0.35
H -3.13 0.48 6.27 0.36
H -4.28 -0.66 5.66 0.26
H -0.99 0.66 4.49 0.40
H -0.18 -0.85 4.96 0.17
H -0.93 0.13 6.19 0.46
H -4.90 -2.83 5.32 0.21
H -4.37 -4.46 5.72 0.39
H -4.79 -4.06 4.06 0.21
H -2.08 -3.26 6.67 0.34
H -0.97 -3.74 5.38 0.26
H -2.17 -4.88 5.93 0.42
O 0.12 4.18 -5.06 -0.88
P 1.06 5.35 -4.95 0.81
N 2.50 4.59 -5.51 0.30
C 3.46 3.83 -4.73 -1.30
C 2.46 4.18 -6.90 -1.20
N 0.90 5.62 -3.24 0.22
C 1.90 5.27 -2.24 -1.00
C -0.42 5.28 -2.69 -1.02
N 1.84 6.87 -5.15 0.02
C 3.25 7.16 -5.11 -0.75
C 0.98 8.04 -4.97 -1.09
H 4.43 3.85 -5.23 0.38
H 3.15 2.79 -4.59 0.46
H 3.65 4.27 -3.75 0.37
H 2.59 5.05 -7.56 0.31
H 1.51 3.71 -7.17 0.32
H 3.25 3.48 -7.14 0.41
H 2.07 4.18 -2.22 0.23
H 1.57 5.57 -1.25 0.40
H 2.85 5.79 -2.39 0.23
H -0.53 4.21 -2.49 0.23
H -1.21 5.58 -3.38 0.31
H -0.59 5.84 -1.77 0.39
H 3.73 6.85 -4.18 0.20
H 3.41 8.24 -5.22 0.37
H 3.78 6.69 -5.94 0.22
H 0.99 8.39 -3.94 0.34
H -0.05 7.81 -5.24 0.34
H 1.29 8.86 -5.63 0.40

---

Entry 2:
108
Properties=species:S:1:pos:R:3:mulliken_charge:R:1 method="wB97M-V/def2-TZVPD" total_charge=-1 multiplicity=1
C 3.73 -1.65 -1.61 -0.55
C 5.09 -1.20 -1.19 0.61
O 5.64 -1.50 -0.14 -0.57
O 5.72 -0.32 -2.07 -0.45
C 5.50 1.09 -1.78 -1.01
C 4.24 1.77 -2.34 -0.10
C 3.39 2.34 -1.23 -0.74
C 2.14 3.10 -1.71 -0.38
C 0.85 2.72 -1.02 -1.66
C 0.10 1.54 -1.61 0.53
O 0.24 1.45 -2.99 -0.77
B 0.71 0.10 -3.38 1.01
O 0.75 -0.70 -2.10 -0.77
C 0.33 0.12 -1.07 1.06
O 1.10 -0.04 0.11 -0.41
H 3.68 -2.72 -1.78 0.51
H 3.45 -1.18 -2.54 0.35
H 2.99 -1.36 -0.87 -0.11
H 5.48 1.19 -0.70 0.45
H 6.39 1.59 -2.13 0.38
H 4.58 2.61 -2.94 0.24
H 3.67 1.14 -3.01 0.23
H 3.15 1.58 -0.49 0.24
H 4.01 3.08 -0.73 0.50
H 2.31 4.15 -1.52 0.23
H 2.00 2.97 -2.78 0.51
H 1.01 2.61 0.05 0.45
H 0.17 3.56 -1.12 0.46
H -0.95 1.73 -1.37 0.15
H 0.02 -0.48 -4.22 -0.34
H 1.87 0.22 -3.86 -0.37
H -0.67 -0.23 -0.79 -0.73
H 1.48 0.80 0.38 0.15
C 3.78 -3.98 1.42 -1.22
C 2.29 -3.93 1.62 0.05
O 1.89 -3.87 3.00 -0.37
C 2.06 -2.69 3.57 0.81
O 2.56 -1.72 3.07 -0.52
O 1.50 -2.74 4.79 -0.36
C 1.65 -1.53 5.54 -0.68
H 4.23 -4.81 1.98 0.36
H 4.02 -4.10 0.36 0.33
H 4.26 -3.06 1.75 0.32
H 1.83 -4.84 1.24 0.33
H 1.84 -3.09 1.08 0.12
H 1.32 -0.67 4.97 0.29
H 2.68 -1.40 5.86 0.33
H 1.02 -1.64 6.42 0.23
C -4.21 2.34 5.94 -1.12
C -3.23 2.51 4.79 -0.12
O -2.26 1.47 4.76 -0.38
C -2.69 0.31 4.25 0.74
O -3.79 0.09 3.81 -0.59
O -1.68 -0.56 4.30 -0.21
C -2.00 -1.88 3.83 -0.45
H -3.67 2.25 6.88 0.30
H -4.88 3.20 5.99 0.37
H -4.81 1.44 5.80 0.31
H -2.66 3.43 4.92 0.30
H -3.75 2.57 3.83 0.26
H -2.43 -1.85 2.84 0.15
H -2.69 -2.36 4.53 0.36
H -1.08 -2.45 3.80 0.06
C -6.94 -0.12 0.69 -1.05
C -6.15 0.87 -0.14 -0.22
O -4.77 0.52 -0.23 -0.33
C -4.49 -0.47 -1.10 0.57
O -5.29 -1.03 -1.81 -0.61
O -3.18 -0.70 -1.05 -0.21
C -2.71 -1.78 -1.89 -0.81
H -6.48 -0.23 1.68 0.19
H -7.97 0.23 0.82 0.37
H -6.96 -1.10 0.22 0.33
H -6.16 1.85 0.33 0.32
H -6.58 0.97 -1.14 0.32
H -3.02 -1.63 -2.92 0.40
H -3.08 -2.73 -1.51 0.20
H -1.62 -1.76 -1.84 0.36
C 5.05 6.73 -6.70 -1.10
C 3.94 5.77 -6.33 -0.24
O 3.66 5.78 -4.92 -0.27
C 2.94 6.81 -4.48 0.72
O 2.49 7.71 -5.15 -0.58
O 2.78 6.67 -3.17 -0.24
C 2.07 7.73 -2.53 -0.75
H 5.94 6.52 -6.10 0.28
H 5.30 6.63 -7.75 0.37
H 4.75 7.76 -6.51 0.30
H 4.23 4.75 -6.55 0.32
H 3.02 5.98 -6.88 0.31
H 1.11 7.90 -3.02 0.34
H 2.66 8.64 -2.54 0.31
H 1.90 7.41 -1.51 0.22
C -3.31 -8.48 1.75 -1.11
C -3.89 -7.42 2.67 -0.21
O -3.21 -6.17 2.53 -0.33
C -3.56 -5.45 1.45 0.65
O -4.40 -5.76 0.64 -0.58
O -2.83 -4.34 1.45 -0.17
C -3.04 -3.50 0.32 -0.98
H -2.24 -8.57 1.90 0.29
H -3.78 -9.45 1.94 0.36
H -3.48 -8.22 0.70 0.32
H -3.74 -7.71 3.71 0.30
H -4.96 -7.29 2.50 0.32
H -4.10 -3.29 0.19 0.47
H -2.65 -3.99 -0.58 0.46
H -2.49 -2.59 0.50 0.30

---

Entry 3:
106
Properties=species:S:1:pos:R:3:mulliken_charge:R:1 method="wB97M-V/def2-TZVPD" smiles="CCOC(=O)OC.CCOC(=O)OC.CCOC(=O)OC.CCOC(C)=O.CCOC(C)=O.CCOC(C)=O.CCOC(C)=O.ClCCl" multiplicity=1
C 4.03 3.34 -5.48 0.47
Cl 3.15 4.48 -6.51 -0.16
Cl 5.51 2.73 -6.22 -0.16
H 4.12 3.70 -4.45 0.04
H 3.45 2.43 -5.35 -0.17
C -3.16 -3.25 2.94 -0.92
C -1.95 -3.56 3.78 0.34
O -1.90 -4.90 4.28 -0.39
C -2.67 -5.17 5.30 0.72
O -3.44 -4.44 5.87 -0.56
O -2.48 -6.44 5.67 -0.35
C -2.93 -6.87 6.93 -0.66
H -4.05 -3.20 3.58 0.33
H -3.36 -3.92 2.11 0.33
H -3.19 -2.22 2.57 0.05
H -1.75 -2.88 4.61 -0.07
H -1.04 -3.50 3.18 0.34
H -2.50 -7.83 7.23 0.24
H -4.01 -7.03 6.87 0.29
H -2.74 -6.19 7.76 0.30
C 0.91 -0.20 -4.11 -1.18
C 0.81 0.45 -2.73 0.13
O -0.13 -0.17 -1.87 -0.34
C -0.48 0.45 -0.76 0.82
O -0.14 1.54 -0.41 -0.62
O -1.26 -0.42 -0.10 -0.38
C -1.87 -0.03 1.12 0.24
H -0.02 0.03 -4.63 0.18
H 0.99 -1.28 -3.99 0.35
H 1.81 0.17 -4.58 0.32
H 0.58 1.51 -2.85 0.41
H 1.79 0.34 -2.26 0.00
H -2.92 0.21 0.95 0.30
H -1.42 0.82 1.63 -0.25
H -1.69 -0.82 1.84 -0.12
C 4.05 2.83 -1.53 -0.98
C 5.46 3.08 -0.99 -0.37
O 5.72 2.13 0.01 -0.24
C 6.94 1.73 0.29 0.76
O 7.93 2.13 -0.24 -0.57
O 6.86 0.79 1.22 -0.29
C 7.98 0.39 1.97 -0.70
H 3.40 2.65 -0.68 0.39
H 3.98 1.99 -2.21 0.16
H 3.72 3.74 -2.03 0.37
H 5.55 4.12 -0.66 0.31
H 6.12 2.93 -1.85 0.31
H 8.89 0.82 1.54 0.35
H 8.07 -0.69 2.04 0.22
H 7.93 0.81 2.98 0.27
O 3.45 -3.78 -4.08 -0.56
C 4.25 -4.05 -3.23 0.74
O 4.58 -3.28 -2.19 -0.36
C 3.72 -2.15 -1.83 0.03
C 3.46 -2.26 -0.35 -0.97
C 5.04 -5.34 -3.25 -1.01
H 2.86 -2.19 -2.50 0.16
H 4.33 -1.32 -2.17 0.23
H 4.35 -1.96 0.22 0.25
H 3.22 -3.28 -0.05 0.34
H 2.68 -1.56 -0.06 0.25
H 5.08 -5.74 -2.24 0.30
H 6.03 -5.11 -3.62 0.26
H 4.55 -6.00 -3.96 0.33
O -4.66 0.90 -4.91 -0.56
C -4.12 0.58 -5.93 0.77
O -4.43 1.03 -7.15 -0.31
C -5.58 1.88 -7.26 -0.17
C -6.30 1.57 -8.55 -1.15
C -2.95 -0.37 -5.94 -1.02
H -5.24 2.91 -7.18 0.28
H -6.32 1.66 -6.49 0.28
H -7.23 2.15 -8.56 0.36
H -6.50 0.53 -8.78 0.31
H -5.73 1.92 -9.42 0.29
H -2.03 0.12 -6.28 0.23
H -3.14 -1.25 -6.55 0.35
H -2.82 -0.80 -4.95 0.32
O -3.02 5.75 1.54 -0.59
C -3.45 4.69 1.91 0.71
O -2.74 3.58 2.14 -0.26
C -1.32 3.65 1.76 0.56
C -0.39 3.84 2.93 -0.95
C -4.90 4.51 2.27 -1.01
H -1.21 4.34 0.93 0.51
H -1.21 2.65 1.36 -0.48
H 0.64 3.62 2.66 0.35
H -0.57 3.08 3.69 0.11
H -0.48 4.80 3.43 0.34
H -5.31 3.71 1.64 0.26
H -5.53 5.38 2.12 0.33
H -4.94 4.24 3.33 0.24
O -0.02 -0.57 4.41 -0.58
C -0.56 -0.37 5.48 0.91
O -1.67 0.34 5.64 -0.39
C -2.24 1.08 4.58 0.49
C -3.61 0.52 4.32 -0.96
C -0.25 -1.10 6.77 -1.17
H -1.61 0.95 3.69 -0.28
H -2.24 2.14 4.81 0.34
H -3.51 -0.47 3.86 -0.04
H -4.21 1.07 3.60 0.31
H -4.13 0.32 5.26 0.40
H -0.32 -0.38 7.59 0.37
H 0.68 -1.66 6.74 0.35
H -1.01 -1.86 6.98 0.26

---

Highest occupied orbital energy in eV, matching the order above: -7.93 -4.20 -10.16
Molar mass in u, matching the order above: 693.8 737.6 749.7